No. 1
{
  "formula": "C5H9NO",
  "method": "wB97M-V/def2-TZVPD",
  "elements": ["C", "C", "C", "C", "N", "C", "O", "H", "H", "H", "H", "H", "H", "H", "H", "H"],
  "positions_angstrom": [[-0.869, 0.626, 2.598], [0.342, 0.234, -0.086], [0.004, 1.476, -0.892], [1.341, -0.783, -0.700], [0.236, -1.736, -0.758], [-0.679, -0.912, -0.169], [-1.834, -1.057, 0.165], [-1.778, 1.010, 2.085], [0.574, 0.497, 0.959], [-1.168, -0.428, 2.787], [0.819, 2.205, -0.854], [-0.896, 1.953, -0.491], [-0.185, 1.223, -1.942], [1.738, -0.503, -1.682], [2.159, -1.086, -0.038], [0.196, -2.720, -0.983]],
  "lumo_energy_ha": [-0.0241, -0.0240],
  "orbital_gap_ev": [8.78, 8.73],
  "largest_force_ha_per_bohr": 0.0119
}

---

No. 2
{
  "formula": "CF2O3S",
  "method": "wB97M-V/def2-TZVPD",
  "elements": ["C", "O", "O", "O", "F", "F", "S"],
  "positions_angstrom": [[-1.683, 0.120, -0.001], [-2.455, -0.442, -0.591], [1.162, -0.634, 1.334], [-0.869, 0.680, 0.579], [1.615, 1.263, -0.214], [0.562, -0.627, -1.142], [1.668, -0.360, 0.035]],
  "lumo_energy_ha": 0.0149,
  "orbital_gap_ev": 12.38,
  "largest_force_ha_per_bohr": 0.0835
}

---

No. 3
{
  "formula": "C21H33AuGeN3O6S",
  "method": "wB97M-V/def2-TZVPD",
  "elements": ["Au", "C", "C", "C", "C", "O", "Ge", "O", "C", "C", "C", "C", "O", "C", "C", "C", "C", "H", "H", "H", "H", "H", "H", "H", "H", "H", "H", "H", "H", "H", "H", "H", "H", "H", "H", "H", "H", "H", "H", "H", "H", "H", "H", "H", "O", "S", "O", "O", "C", "N", "C", "C", "C", "N", "C", "C", "C", "N", "C", "C", "H", "H", "H", "H", "H", "H"],
  "positions_angstrom": [[-0.802, 0.867, 0.095], [3.484, -0.347, -1.015], [2.822, -0.195, -2.367], [2.838, -1.472, -3.172], [3.364, 0.980, -3.152], [1.398, 0.156, -2.019], [-0.120, -0.268, -2.601], [-0.820, -1.815, -2.555], [-0.988, -2.951, -3.539], [-0.350, -2.576, -4.856], [-0.316, -4.137, -2.872], [-2.488, -3.165, -3.653], [-1.106, 1.061, -2.061], [-2.361, 1.506, -2.814], [-2.210, 3.003, -2.951], [-3.547, 1.098, -1.972], [-2.310, 0.804, -4.155], [4.531, -0.618, -1.151], [3.004, -1.132, -0.430], [3.450, 0.588, -0.458], [3.865, -1.751, -3.407], [2.328, -1.332, -4.128], [2.384, -2.298, -2.622], [4.429, 0.835, -3.330], [3.232, 1.909, -2.599], [2.873, 1.071, -4.123], [0.719, -2.400, -4.736], [-0.831, -1.697, -5.295], [-0.464, -3.388, -5.573], [0.756, -3.971, -2.771], [-0.475, -5.016, -3.497], [-0.745, -4.330, -1.891], [-2.987, -2.317, -4.119], [-2.932, -3.354, -2.677], [-2.654, -4.040, -4.282], [-2.135, 3.476, -1.972], [-3.088, 3.408, -3.455], [-1.327, 3.260, -3.535], [-3.517, 1.588, -0.996], [-3.583, 0.016, -1.830], [-4.467, 1.407, -2.469], [-1.392, 1.074, -4.699], [-3.136, 1.124, -4.791], [-2.405, -0.277, -4.048], [2.835, 3.141, 9.648], [2.040, 3.512, 8.532], [2.646, 4.019, 7.347], [0.659, 4.030, 8.829], [0.998, 1.973, 8.013], [0.716, 1.119, 8.960], [0.172, -0.017, 8.533], [-0.097, -0.237, 7.184], [0.212, 0.785, 6.301], [0.762, 1.923, 6.732], [-0.019, 0.729, 4.832], [0.572, 1.696, 4.021], [0.352, 1.668, 2.665], [-0.422, 0.729, 2.085], [-0.994, -0.210, 2.858], [-0.814, -0.239, 4.224], [-0.059, -0.761, 9.285], [-0.538, -1.170, 6.866], [1.189, 2.468, 4.459], [0.795, 2.407, 2.014], [-1.611, -0.944, 2.361], [-1.313, -1.009, 4.794]],
  "lumo_energy_ha": [-0.3033, -0.3033],
  "s2": 0.760,
  "charge": 2,
  "orbital_gap_ev": [6.29, 6.27],
  "largest_force_ha_per_bohr": 0.0214,
  "spin_multiplicity": 2
}

---

No. 4
{
  "formula": "C4H14NO2",
  "method": "wB97M-V/def2-TZVPD",
  "elements": ["C", "O", "C", "C", "C", "N", "H", "H", "H", "H", "H", "H", "H", "H", "H", "H", "H", "H", "H", "H", "O"],
  "positions_angstrom": [[-1.914, -0.250, -0.767], [-2.950, -1.113, -0.258], [-0.603, -0.813, -0.279], [0.584, 0.017, -0.691], [1.932, -0.541, -0.227], [-0.685, -0.836, 1.234], [-1.926, -0.249, -1.865], [-2.058, 0.769, -0.386], [-3.813, -0.898, -0.662], [-0.534, -1.860, -0.584], [0.616, 0.155, -1.788], [0.493, 1.033, -0.338], [2.745, -0.075, -0.795], [2.153, -0.293, 0.813], [2.048, -1.611, -0.398], [-0.761, 0.152, 1.615], [0.148, -1.295, 1.693], [-1.536, -1.351, 1.523], [1.943, 3.139, 1.504], [2.338, 3.188, 0.010], [1.780, 2.732, 0.648]],
  "lumo_energy_ha": [0.0257, 0.0204],
  "s2": 0.750,
  "orbital_gap_ev": [3.78, 11.60],
  "largest_force_ha_per_bohr": 0.0206,
  "spin_multiplicity": 2
}

---

No. 5
{
  "formula": "C28H25Br3Mg2N2O17S",
  "method": "wB97M-V/def2-TZVPD",
  "elements": ["O", "N", "O", "C", "C", "C", "C", "C", "C", "C", "O", "C", "C", "C", "C", "C", "C", "C", "Br", "C", "C", "C", "O", "H", "H", "H", "H", "H", "H", "H", "H", "H", "H", "H", "H", "O", "S", "O", "O", "O", "O", "H", "H", "Mg", "Mg", "Br", "Br", "C", "O", "O", "O", "O", "H", "H", "C", "C", "C", "O", "C", "C", "C", "O", "O", "O", "H", "H", "H", "H", "N", "C", "C", "C", "C", "H", "H", "H", "H", "H"],
  "positions_angstrom": [[6.808, -3.864, 1.058], [6.495, -3.007, 0.354], [5.924, -1.923, 1.135], [5.621, -0.852, 0.321], [6.459, 0.254, 0.324], [6.166, 1.340, -0.490], [5.046, 1.331, -1.311], [4.202, 0.229, -1.295], [4.484, -0.866, -0.474], [3.494, -1.985, -0.487], [3.826, -3.152, -0.454], [2.091, -1.530, -0.591], [1.086, -2.149, 0.137], [-0.206, -1.651, 0.039], [-0.520, -0.562, -0.782], [-1.924, 0.008, -0.888], [-2.994, -1.031, -1.228], [-3.377, -2.068, -0.185], [-3.440, -1.382, 1.625], [0.500, 0.050, -1.519], [1.797, -0.435, -1.411], [2.947, 0.191, -2.122], [2.922, 0.609, -3.253], [7.331, 0.248, 0.962], [6.816, 2.215, -0.498], [4.803, 2.164, -1.957], [1.323, -2.975, 0.811], [-0.951, -2.128, 0.658], [-1.898, 0.727, -1.712], [-2.168, 0.583, 0.003], [-2.614, -1.565, -2.107], [-3.913, -0.504, -1.519], [-2.677, -2.896, -0.212], [-4.363, -2.486, -0.366], [0.289, 0.902, -2.154], [-1.453, 2.834, -5.130], [-1.219, 3.528, -3.849], [-1.007, 2.517, -2.785], [-2.415, 4.327, -3.509], [-0.037, 4.398, -3.931], [-5.304, 0.473, 3.872], [-4.586, 0.661, 4.484], [-4.882, -0.003, 3.146], [8.567, 2.999, -1.529], [-4.141, -0.298, -3.598], [3.955, -5.611, -1.046], [1.673, -3.492, 2.991], [-2.301, 6.701, -5.917], [-1.792, 5.573, -5.951], [-3.467, 6.902, -5.506], [-1.682, 7.714, -6.320], [-3.051, -3.555, 4.275], [-2.842, -3.106, 3.446], [-3.986, -3.372, 4.406], [-7.132, 3.032, 0.655], [-7.893, 4.126, 0.555], [-7.455, 5.345, -0.219], [-8.249, 6.277, -0.250], [-6.165, 5.334, -0.849], [-5.380, 4.239, -0.757], [-5.833, 3.004, 0.001], [-5.100, 2.035, 0.047], [-4.198, 4.192, -1.314], [-9.092, 4.253, 1.114], [-7.437, 2.155, 1.209], [-5.853, 6.216, -1.389], [-3.783, 3.325, -1.157], [-9.393, 5.150, 0.862], [6.228, -4.958, 3.859], [5.714, -5.307, 5.073], [6.083, -6.602, 5.330], [6.850, -7.048, 4.218], [6.919, -6.008, 3.328], [6.108, -4.065, 3.413], [5.128, -4.610, 5.647], [5.826, -7.167, 6.211], [7.294, -8.020, 4.085], [7.396, -5.927, 2.368]],
  "lumo_energy_ha": -0.0583,
  "charge": -2,
  "orbital_gap_ev": 1.36,
  "largest_force_ha_per_bohr": 0.0221
}

---

No. 6
{
  "formula": "C5H8O",
  "method": "wB97M-V/def2-TZVPD",
  "elements": ["C", "C", "C", "C", "C", "O", "H", "H", "H", "H", "H", "H", "H", "H"],
  "positions_angstrom": [[-0.235, -0.084, -1.554], [0.112, -0.106, -0.072], [-0.326, 0.943, 0.953], [-0.989, -0.386, 0.920], [1.529, -0.448, 0.235], [2.439, -0.252, -0.535], [-1.120, -0.697, -1.749], [-0.425, 0.912, -1.956], [0.593, -0.512, -2.124], [0.353, 1.112, 1.788], [-0.833, 1.835, 0.605], [-1.985, -0.413, 0.484], [-0.850, -1.076, 1.746], [1.737, -0.828, 1.259]],
  "lumo_energy_ha": 0.0359,
  "orbital_gap_ev": 10.74,
  "largest_force_ha_per_bohr": 0.0092,
  "smiles": "CC1(C=O)CC1"
}